Record 1
The following is a DFT calculation (wB97M-V/def2-TZVPD) of AgH10O5 as an isolated structure at a distorted geometry.

Its gap between HOMO and LUMO is 0.366 Eh. As for the relative energy (zero: lowest compared OMol25 entry of this formula, charge and spin): 7.6 kcal per mole.

The geometry in ORCA input format:
```
! wB97M-V def2-TZVPD RIJCOSX def2/J DEFGRID3
* xyz 1 1
Ag -0.011 -0.177 0.834
O 1.744 1.536 0.697
H 1.848 2.281 0.077
H 2.642 1.259 0.749
O 1.496 -2.085 0.306
H 2.414 -1.899 0.079
H 1.026 -2.753 -0.194
O -1.280 1.862 1.073
H -1.049 2.483 1.726
H -1.203 2.415 0.292
O -0.233 -0.099 -1.522
H -0.532 -0.779 -2.163
H -0.428 0.651 -2.094
O -1.890 -1.654 0.326
H -2.727 -1.194 0.408
H -1.822 -1.841 -0.593
*
```

Now the Mulliken charges, all in e: 0.58, -0.48, 0.30, 0.28, -0.54, 0.31, 0.30, -0.54, 0.31, 0.31, -0.44, 0.28, 0.27, -0.57, 0.33, 0.30



Record 2
The following is a DFT calculation (wB97M-V/def2-TZVPD) of a 2-piece molecular cluster, C2H8N2 overall at a distorted geometry.

Its gap between HOMO and LUMO (spin up / spin down) is 0.058 / 0.197 Eh. As for the relative energy (zero: lowest compared OMol25 entry of this formula, charge and spin): 44.8 kcal per mole.

The geometry in ORCA input format:
```
! wB97M-V def2-TZVPD RIJCOSX def2/J DEFGRID3
* xyz -1 2
N -2.617 -5.760 -2.438
H -3.112 -6.036 -3.339
H -2.717 -4.772 -2.378
H -1.644 -6.248 -2.371
C 0.570 2.526 0.629
C 2.261 3.161 2.166
N 1.830 2.281 1.385
H -0.268 1.855 1.031
H 0.211 3.677 0.422
H 0.888 2.205 -0.426
H 2.002 4.285 2.136
H 2.596 2.826 3.182
*
```

Now the Mulliken charges, all in e: -0.65, 0.21, 0.21, 0.22, -0.96, -0.71, -0.50, 0.16, 0.24, 0.32, 0.24, 0.20



Record 3
The following is a DFT calculation (wB97M-V/def2-TZVPD) of C22H42BaN3O15S4 as an isolated structure at a distorted geometry.

Its gap between HOMO and LUMO is 0.095 Eh.

The geometry in ORCA input format:
```
! wB97M-V def2-TZVPD RIJCOSX def2/J DEFGRID3
* xyz 1 1
Ba -6.468 -0.271 1.428
N -1.309 0.112 -0.641
O -1.285 -0.151 -1.827
O -2.350 0.036 -0.078
O -0.320 0.409 -0.024
O -4.434 3.906 1.155
S -4.117 5.315 1.434
O -3.792 5.806 2.786
O -2.933 5.865 0.374
C -1.940 5.004 -0.088
C -2.324 4.608 -1.515
C -5.617 6.247 0.856
H -2.038 4.035 0.401
H -0.992 5.543 -0.072
H -2.330 5.493 -2.153
H -3.286 4.098 -1.561
H -1.567 3.976 -1.979
H -5.529 7.313 1.063
H -6.469 5.954 1.469
H -5.764 6.019 -0.200
O -3.326 0.539 5.047
S -2.572 0.658 6.328
O -2.618 -0.406 7.383
O -0.975 1.012 5.909
C -0.781 1.857 4.864
C -0.186 3.183 5.373
C -3.009 2.208 7.008
H -1.680 2.115 4.304
H -0.139 1.262 4.214
H 0.568 2.954 6.126
H -0.974 3.751 5.866
H 0.195 3.830 4.583
H -3.812 2.050 7.727
H -3.293 2.824 6.154
H -2.068 2.499 7.475
O -3.065 -6.229 2.439
S -2.875 -4.945 1.802
O -3.646 -3.752 2.142
O -1.262 -4.583 1.916
C -0.896 -3.556 2.823
C -0.760 -4.130 4.310
C -2.904 -5.142 -0.044
H -1.615 -2.738 2.785
H 0.042 -3.091 2.518
H -1.769 -4.331 4.671
H -0.163 -3.456 4.925
H -0.134 -5.022 4.357
H -3.955 -5.284 -0.294
H -2.340 -6.075 -0.043
H -2.497 -4.286 -0.581
O 5.463 -3.461 1.176
S 5.443 -2.637 -0.017
O 6.676 -2.379 -0.703
O 4.414 -3.345 -1.168
C 3.065 -3.600 -0.804
C 2.501 -4.847 -1.488
C 4.442 -1.123 0.408
H 2.320 -2.811 -0.907
H 3.006 -3.845 0.257
H 1.434 -4.947 -1.289
H 2.966 -5.787 -1.190
H 2.522 -4.790 -2.576
H 3.565 -1.406 0.990
H 4.176 -0.681 -0.552
H 5.011 -0.413 1.009
N -0.397 -4.209 -7.566
C 0.746 -3.798 -6.840
C 2.019 -3.929 -7.386
C 2.186 -4.548 -8.582
C 1.113 -5.034 -9.287
C -0.157 -4.871 -8.719
H 0.631 -3.426 -5.833
H 2.877 -3.590 -6.825
H 3.166 -4.680 -9.016
H 1.308 -5.709 -10.107
H -1.041 -5.276 -9.190
N 3.723 3.876 -3.711
C 3.360 3.592 -2.439
C 3.912 4.280 -1.317
C 4.835 5.305 -1.479
C 5.180 5.656 -2.805
C 4.605 4.920 -3.849
H 2.768 2.698 -2.314
H 3.493 4.220 -0.324
H 5.277 5.825 -0.642
H 5.844 6.485 -3.000
H 4.918 5.251 -4.828
*
```

Now the Mulliken charges, all in e: 1.93, 0.95, -0.65, -0.63, -0.59, -0.59, 1.13, -0.58, -0.28, -0.20, -1.14, -0.93, 0.28, 0.33, 0.35, 0.25, 0.40, 0.34, 0.36, 0.29, -0.59, 1.06, -0.58, -0.35, -0.23, -1.14, -0.86, 0.35, 0.36, 0.31, 0.28, 0.38, 0.41, 0.28, 0.30, -0.54, 0.99, -0.59, -0.20, -0.36, -1.00, -0.93, 0.33, 0.29, 0.26, 0.39, 0.31, 0.37, 0.34, 0.33, -0.58, 1.12, -0.58, -0.35, -0.06, -1.32, -0.85, 0.32, 0.33, 0.31, 0.35, 0.33, 0.26, 0.32, 0.39, -0.54, -0.25, -0.35, -0.16, -0.38, -0.13, 0.41, 0.35, 0.35, 0.34, 0.37, -0.50, -0.36, -0.48, -0.21, -0.30, -0.16, 0.56, 0.36, 0.39, 0.35, 0.33



Record 4
The following is a DFT calculation (wB97M-V/def2-TZVPD) of CCsF3O3S as an isolated structure at a distorted geometry.

Its gap between HOMO and LUMO is 0.208 Eh. As for the relative energy (zero: lowest compared OMol25 entry of this formula, charge and spin): 53.5 kcal per mole.

The geometry in ORCA input format:
```
! wB97M-V def2-TZVPD RIJCOSX def2/J DEFGRID3
* xyz 0 1
Cs -5.693 1.615 0.648
C 1.106 -1.035 -0.396
F 1.051 -1.020 -1.755
F 0.403 -2.021 0.216
F 2.401 -0.926 0.045
S 0.310 0.640 0.208
O 1.100 1.673 -0.406
O -1.044 0.521 -0.296
O 0.366 0.552 1.736
*
```

Now the Mulliken charges, all in e: 1.00, 0.57, -0.21, -0.20, -0.22, 1.06, -0.63, -0.69, -0.68



Record 5
The following is a DFT calculation (wB97M-V/def2-TZVPD) of one molecule with the formula C11H17N3O3 at a distorted geometry.

Its gap between HOMO and LUMO is 0.314 Eh. As for the relative energy (zero: lowest compared OMol25 entry of this formula, charge and spin): 17.8 kcal per mole.

The geometry in ORCA input format:
```
! wB97M-V def2-TZVPD RIJCOSX def2/J DEFGRID3
* xyz 0 1
O -2.664 2.986 -0.163
C -1.565 2.769 -0.654
C -1.295 3.491 -1.870
C -0.069 3.326 -2.494
N 0.881 2.555 -1.795
C 0.594 1.856 -0.627
O 1.532 1.354 -0.051
N -0.628 1.955 -0.035
C -0.977 1.117 1.131
C -1.581 -0.241 0.729
N -0.454 -1.135 0.360
C -0.332 -1.667 -1.011
C 0.960 -2.438 -0.883
C 0.883 -3.121 0.479
C 0.134 -2.073 1.323
C 1.155 -1.432 2.275
O 2.209 -0.688 1.586
H -2.016 4.160 -2.249
H 0.192 3.915 -3.365
H 1.854 2.510 -2.138
H -0.091 0.985 1.751
H -1.658 1.710 1.751
H -2.112 -0.697 1.551
H -2.244 -0.155 -0.096
H -0.231 -0.879 -1.784
H -1.159 -2.307 -1.259
H 1.806 -1.730 -0.854
H 1.089 -3.164 -1.685
H 1.897 -3.341 0.828
H 0.343 -4.058 0.474
H -0.614 -2.558 1.953
H 0.660 -0.815 3.008
H 1.676 -2.222 2.807
H 1.823 0.035 1.006
*
```

Now the Mulliken charges, all in e: -0.64, 0.72, -0.52, -0.39, -0.06, 0.39, -0.75, 0.17, -1.11, -1.11, 0.38, -0.73, -0.58, -0.92, 0.14, -1.11, -0.60, 0.44, 0.36, 0.29, 0.51, 0.44, 0.39, 0.59, 0.28, 0.42, 0.22, 0.43, 0.36, 0.34, 0.36, 0.27, 0.56, 0.47



Record 6
The following is a DFT calculation (wB97M-V/def2-TZVPD) of one molecule with the formula C4H4O2 at a distorted geometry.

Its gap between HOMO and LUMO is 0.345 Eh. As for the relative energy (zero: lowest compared OMol25 entry of this formula, charge and spin): 56.7 kcal per mole.

The geometry in ORCA input format:
```
! wB97M-V def2-TZVPD RIJCOSX def2/J DEFGRID3
* xyz 0 1
C 1.050 0.551 0.551
C 0.079 0.136 1.328
O -0.896 -0.775 0.825
C -1.096 -0.385 -0.560
C -0.199 0.079 -1.361
O 1.062 0.329 -0.792
H 1.893 1.095 0.902
H 0.028 0.665 2.443
H -2.017 -0.708 -0.896
H -0.242 0.236 -2.459
*
```

Now the Mulliken charges, all in e: -0.06, -0.18, -0.34, -0.26, -0.12, -0.37, 0.39, 0.22, 0.40, 0.34